[1]
82
Properties=species:S:1:pos:R:3 method="wB97M-V/def2-TZVPD" orbital_gap_ev=7.136 e_lumo_ev=-0.557
C -2.15 -0.44 -5.14
C -1.13 -1.54 -5.44
C 0.32 -1.07 -5.36
C 0.34 -0.32 -4.05
C 1.64 -0.15 -3.26
C 1.42 1.04 -2.32
C 1.89 0.74 -0.89
C 0.70 0.73 0.08
C 1.09 -0.15 1.28
C 2.25 0.36 2.16
N 2.97 -0.79 2.71
C 4.35 -0.46 3.15
C 4.56 -0.30 4.65
C 2.20 -1.46 3.69
C 2.55 -2.92 3.91
O 1.28 -0.94 4.28
N -0.50 0.17 -0.61
Cl -0.31 -1.47 -1.12
C -1.55 0.49 0.18
N -2.79 0.10 0.07
C -3.29 -0.83 -0.97
C -4.63 -0.26 -1.48
C -3.54 -2.26 -0.44
C -2.62 -2.79 0.66
N -1.18 1.44 1.15
C 0.06 2.05 0.53
I -0.85 3.29 -1.11
C 0.87 3.05 1.34
C 0.44 3.15 2.81
C 1.56 3.67 3.69
C -0.81 4.05 2.96
H -3.17 -0.77 -5.29
H -1.95 0.43 -5.77
H -2.10 -0.09 -4.11
H -1.40 -1.96 -6.41
H -1.25 -2.35 -4.72
H 0.99 -1.93 -5.33
H 0.59 -0.49 -6.25
H -0.33 -0.89 -3.41
H -0.05 0.68 -4.21
H 1.85 -1.05 -2.69
H 2.50 -0.01 -3.92
H 1.96 1.90 -2.72
H 0.38 1.30 -2.36
H 2.72 1.37 -0.60
H 2.27 -0.27 -0.88
H 0.25 -0.32 1.95
H 1.40 -1.13 0.94
H 1.83 0.96 2.96
H 2.94 0.99 1.62
H 4.70 0.41 2.61
H 4.99 -1.29 2.83
H 3.83 0.38 5.08
H 5.56 0.07 4.80
H 4.52 -1.27 5.15
H 3.10 -3.29 3.05
H 3.12 -3.03 4.82
H 1.61 -3.45 3.96
H -3.44 0.50 0.73
H -2.61 -0.82 -1.81
H -5.35 -1.05 -1.62
H -5.04 0.43 -0.75
H -4.49 0.29 -2.41
H -3.45 -2.90 -1.32
H -4.56 -2.32 -0.08
H -1.87 -3.45 0.24
H -3.17 -3.38 1.39
H -2.10 -2.02 1.22
H -1.88 2.18 1.10
H 0.79 4.05 0.94
H 1.93 2.80 1.31
H 0.14 2.18 3.20
H 1.25 3.55 4.73
H 2.48 3.09 3.58
H 1.75 4.73 3.55
H -0.86 4.79 2.17
H -1.72 3.46 3.01
H -0.75 4.58 3.91
N -3.27 -2.95 -2.84
O -2.79 -3.87 -3.53
O -2.51 -2.21 -2.14
O -4.50 -2.74 -2.84

[2]
45
Properties=species:S:1:pos:R:3 method="wB97M-V/def2-TZVPD" orbital_gap_ev=9.420 e_lumo_ev=0.656 smiles=Cc1ccc([Si](O)(c2ccc(C)cc2)c2ccc(C)cc2)cc1 de_lowest_kj_mol=157.07
C 2.76 3.81 -2.51
C 1.55 2.97 -2.25
C 0.51 3.54 -1.54
C -0.50 2.73 -1.07
C -0.62 1.39 -1.44
Si -1.61 0.28 -0.34
O -3.27 0.47 -0.05
C -1.30 -1.52 -0.67
C -1.64 -1.89 -1.94
C -1.34 -3.18 -2.37
C -0.66 -4.03 -1.54
C -0.42 -5.47 -1.98
C -0.18 -3.53 -0.37
C -0.47 -2.25 0.06
C -0.90 0.70 1.39
C -1.62 0.51 2.54
C -1.01 0.58 3.82
C 0.31 0.85 3.95
C 1.02 1.04 5.24
C 1.00 1.11 2.73
C 0.41 1.05 1.46
C 0.42 0.80 -2.21
C 1.49 1.64 -2.50
H 2.71 4.79 -2.85
H 3.38 3.29 -3.28
H 3.42 3.78 -1.63
H 0.55 4.59 -1.35
H -1.31 3.14 -0.47
H -3.63 -0.25 0.56
H -2.00 -1.16 -2.69
H -1.62 -3.42 -3.39
H 0.40 -5.58 -2.73
H 0.04 -6.08 -1.14
H -1.28 -6.10 -2.36
H 0.52 -4.18 0.19
H -0.25 -2.01 1.11
H -2.69 0.40 2.54
H -1.55 0.25 4.64
H 1.43 0.11 5.57
H 0.34 1.57 5.94
H 1.95 1.65 5.17
H 2.00 1.44 2.81
H 1.00 1.19 0.55
H 0.55 -0.23 -2.39
H 2.13 1.23 -3.20

[3]
51
Properties=species:S:1:pos:R:3 method="wB97M-V/def2-TZVPD" orbital_gap_ev=6.205 e_lumo_ev=-5.984 total_charge=+1
O 2.90 -4.02 -0.43
V 2.69 -2.59 -1.02
O 4.04 -2.36 -1.96
O -2.73 -0.41 0.76
V -1.41 -1.28 0.66
O -1.73 -2.63 1.51
N 0.14 2.95 0.41
H -0.22 3.41 -0.43
H -0.51 3.29 1.14
H 1.07 3.26 0.70
H 0.06 1.92 0.41
C 0.80 -0.61 -0.65
O -0.07 0.30 -0.41
O 0.52 -1.79 -0.28
O 1.89 -0.45 -1.27
O -0.41 1.60 -2.91
H 0.34 1.36 -3.48
H -0.29 1.12 -2.07
O 1.87 -0.28 -4.05
H 1.90 -0.24 -3.09
H 2.80 -0.26 -4.33
O 3.80 1.07 1.25
H 4.65 1.44 1.53
H 3.72 1.30 0.31
O 3.38 1.83 -1.45
H 2.87 0.99 -1.42
H 2.83 2.45 -1.94
C -4.35 1.63 -3.47
C -3.85 2.70 -2.49
C -3.58 2.23 -1.06
O -2.65 3.26 -3.01
H -4.61 2.08 -4.42
H -5.24 1.14 -3.06
H -3.59 0.86 -3.60
H -4.60 3.49 -2.44
H -2.59 1.78 -0.98
H -4.29 1.48 -0.72
H -3.75 3.05 -0.36
H -1.99 2.56 -3.06
C 1.49 -2.78 3.15
C 0.32 -3.04 4.10
C 0.73 -3.99 5.19
O -0.16 -1.81 4.64
H 1.91 -3.73 2.81
H 2.23 -2.16 3.64
H 1.09 -2.28 2.27
H -0.52 -3.50 3.59
H -0.02 -4.28 5.93
H 1.60 -3.57 5.72
H 1.09 -4.94 4.78
H 0.42 -1.57 5.37

[4]
47
Properties=species:S:1:pos:R:3 method="wB97M-V/def2-TZVPD" orbital_gap_ev=8.020 e_lumo_ev=-3.383 total_charge=+1 de_lowest_kj_mol=23.99
C 0.52 2.27 -1.58
C 0.20 1.79 -3.01
C -0.23 3.62 -1.33
C 2.03 2.59 -1.51
H 0.20 4.39 -1.98
H -0.18 3.99 -0.30
H -1.30 3.58 -1.57
H 0.89 2.33 -3.68
H -0.81 2.03 -3.35
H 0.37 0.72 -3.17
H 2.31 3.15 -2.42
H 2.66 1.68 -1.48
H 2.33 3.22 -0.67
C -2.53 -0.79 0.17
C -2.41 0.62 0.39
C -2.23 1.23 -0.90
H -2.70 1.15 1.30
C -2.12 0.16 -1.87
C -2.26 -1.07 -1.18
H -2.20 -2.08 -1.60
H -2.92 -1.49 0.91
H -2.53 2.26 -1.12
H -2.16 0.30 -2.95
C 1.95 0.23 2.02
C 0.67 0.16 2.59
C -0.11 1.28 2.14
H 0.36 -0.55 3.35
C 0.78 2.14 1.39
C 2.06 1.45 1.31
H 2.99 1.89 0.95
H 2.75 -0.49 2.15
H -1.07 1.58 2.56
H 0.63 3.21 1.27
Hf -0.09 0.70 -0.19
N 0.47 -5.59 1.67
C 0.39 -4.32 1.23
C -0.42 -3.40 1.93
C -0.50 -2.10 1.48
N 0.18 -1.61 0.40
C 0.95 -2.50 -0.29
C 1.07 -3.84 0.08
H -0.04 -5.88 2.49
H 1.03 -6.29 1.20
H -0.98 -3.69 2.82
H -1.17 -1.41 2.02
H 1.46 -2.10 -1.17
H 1.70 -4.51 -0.51

[5]
41
Properties=species:S:1:pos:R:3 method="wB97M-V/def2-TZVPD" orbital_gap_ev=9.865 e_lumo_ev=0.516 smiles="CC(=O)N[C@@H](CC(=O)NCc1ccncc1)c1ccccc1" de_lowest_kj_mol=61.34
C 0.92 4.01 -0.50
C 0.66 2.59 -0.05
O -0.34 2.25 0.56
N 1.64 1.72 -0.37
C 1.52 0.31 -0.05
C 0.56 -0.38 -1.06
C -0.47 -1.25 -0.35
O -0.54 -2.45 -0.50
N -1.28 -0.54 0.45
C -2.36 -1.14 1.20
C -3.69 -0.80 0.60
C -3.99 -1.19 -0.70
C -5.22 -0.84 -1.24
N -6.13 -0.15 -0.57
C -5.85 0.22 0.66
C -4.65 -0.08 1.30
C 2.86 -0.38 0.04
C 2.93 -1.77 -0.02
C 4.15 -2.41 0.08
C 5.32 -1.69 0.26
C 5.25 -0.31 0.35
C 4.03 0.34 0.25
H 0.13 4.65 -0.13
H 1.88 4.35 -0.13
H 0.93 4.05 -1.59
H 2.38 2.00 -1.00
H 1.05 0.27 0.94
H 1.12 -0.99 -1.77
H 0.02 0.39 -1.62
H -1.17 0.47 0.52
H -2.31 -0.81 2.25
H -2.20 -2.23 1.16
H -3.27 -1.76 -1.27
H -5.49 -1.13 -2.24
H -6.62 0.78 1.17
H -4.47 0.25 2.31
H 2.03 -2.35 -0.14
H 4.19 -3.49 0.03
H 6.27 -2.19 0.33
H 6.15 0.27 0.50
H 4.01 1.42 0.35

[6]
13
Properties=species:S:1:pos:R:3 method="wB97M-V/def2-TZVPD" orbital_gap_ev="7.390 / 7.489" e_lumo_ev="-1.160 / -1.155" de_lowest_kj_mol=490.45
C -0.63 -0.94 -0.27
C -0.97 1.49 0.16
C 0.82 -1.01 0.07
C 1.43 0.30 0.37
N -1.77 1.23 -0.96
O -1.27 1.61 1.29
O -2.77 0.60 -1.07
S 0.56 1.55 -0.52
Br -1.47 -2.55 -0.42
H 1.00 -1.78 0.76
H 1.27 -1.32 -0.96
H 1.35 0.33 1.47
H 2.45 0.48 0.09

[7]
14
Properties=species:S:1:pos:R:3 method="wB97M-V/def2-TZVPD" orbital_gap_ev=8.366 e_lumo_ev=-4.832 total_charge=+1 de_lowest_kj_mol=325.11
C 2.11 1.03 -0.41
C 1.42 0.62 0.85
C 0.64 0.82 -0.36
C 0.15 -1.58 0.71
N 0.67 -0.46 0.28
S -3.11 0.02 -0.66
H 2.25 2.15 -0.50
H 2.87 0.35 -0.86
H 1.19 1.05 1.85
H -0.25 1.29 -0.72
H -0.57 -2.20 0.08
H 0.41 -2.00 1.72
H -3.68 -0.33 -1.82
H -4.11 -0.76 -0.16

[8]
18
Properties=species:S:1:pos:R:3 method="wB97M-V/def2-TZVPD" orbital_gap_ev=9.298 e_lumo_ev=0.556 smiles="C=C[C@H]1S[C@]1(Br)OCC" de_lowest_kj_mol=0.00
C 1.97 -0.12 3.19
C 1.19 0.73 2.56
C 0.19 0.31 1.40
S -1.28 1.23 1.03
C -0.22 0.51 -0.15
Br 0.65 1.93 -1.25
O -0.18 -0.69 -0.66
C -0.38 -0.77 -2.09
C -1.75 -0.30 -2.55
H 1.94 -1.21 2.85
H 2.58 0.17 4.11
H 1.36 1.74 2.65
H 0.06 -0.76 1.66
H 0.49 -0.23 -2.67
H -0.33 -1.82 -2.19
H -1.98 -0.94 -3.42
H -2.52 -0.55 -1.77
H -1.80 0.77 -2.72

[9]
25
Properties=species:S:1:pos:R:3 method="wB97M-V/def2-TZVPD" orbital_gap_ev="4.825 / 4.738" e_lumo_ev="3.046 / 3.092" total_charge=-1 de_lowest_kj_mol=87.89
Be -0.11 -0.90 0.11
C 5.14 1.39 0.53
S 3.78 1.37 -0.70
C 2.49 0.37 0.01
S 2.71 -1.44 0.13
N 1.52 1.06 0.64
N 0.22 0.62 0.34
C -0.76 1.44 -0.01
C -1.97 0.73 -0.28
C -3.27 1.17 -0.43
C -4.26 0.19 -0.39
C -3.92 -1.17 -0.46
C -2.63 -1.57 -0.47
N -1.71 -0.64 -0.26
H 5.86 2.12 0.18
H 5.64 0.42 0.53
H 4.73 1.67 1.51
H -0.76 2.53 -0.08
H -3.52 2.23 -0.32
H -5.32 0.43 -0.25
H -4.70 -1.88 -0.48
H -2.31 -2.61 -0.58
C 1.13 -2.11 0.20
H 1.05 -2.65 1.17
H 0.97 -2.80 -0.64

[10]
51
Properties=species:S:1:pos:R:3 method="wB97M-V/def2-TZVPD" orbital_gap_ev=8.616 e_lumo_ev=0.174 smiles="CCn1cc(C(=O)NCCC(=O)NCCCO)c(=O)c2cc3c(cc21)OCO3" de_lowest_kj_mol=99.31
C -2.56 -3.20 1.54
C -2.00 -2.66 0.22
N -1.81 -1.22 0.28
C -0.59 -0.77 0.62
C -0.25 0.55 0.70
C 1.16 0.86 1.05
O 1.96 -0.04 1.35
N 1.50 2.14 1.01
C 2.83 2.64 1.28
C 3.63 2.92 0.00
C 4.47 1.80 -0.61
O 5.33 2.07 -1.42
N 4.22 0.54 -0.20
C 4.98 -0.58 -0.70
C 4.18 -1.53 -1.59
C 3.37 -2.60 -0.83
O 2.11 -2.18 -0.39
C -1.23 1.57 0.39
O -0.99 2.78 0.38
C -2.56 1.05 0.08
C -3.57 1.99 -0.17
C -4.82 1.54 -0.46
C -5.09 0.16 -0.50
C -4.13 -0.78 -0.26
C -2.83 -0.33 0.04
O -6.41 -0.04 -0.80
C -6.97 1.25 -0.96
O -5.97 2.22 -0.74
H -3.52 -2.75 1.77
H -2.69 -4.28 1.46
H -1.88 -2.99 2.35
H -1.03 -3.12 0.02
H -2.66 -2.90 -0.61
H 0.16 -1.52 0.83
H 0.76 2.80 0.75
H 2.72 3.57 1.84
H 3.35 1.92 1.91
H 4.33 3.74 0.18
H 2.94 3.26 -0.78
H 3.48 0.34 0.46
H 5.41 -1.13 0.15
H 5.80 -0.15 -1.28
H 3.50 -0.95 -2.22
H 4.88 -2.05 -2.24
H 3.17 -3.44 -1.51
H 3.97 -2.98 0.01
H 2.22 -1.46 0.26
H -3.33 3.04 -0.13
H -4.40 -1.83 -0.29
H -7.36 1.35 -1.99
H -7.78 1.39 -0.24

[11]
64
Properties=species:S:1:pos:R:3 method="wB97M-V/def2-TZVPD" orbital_gap_ev=5.447 e_lumo_ev=4.171 total_charge=-2 de_lowest_kj_mol=2.39
K 1.37 0.16 -0.23
N 2.06 4.11 -0.11
C 0.67 4.13 -0.09
S -0.08 5.22 1.04
N -0.03 3.38 -0.90
N 0.79 2.49 -1.61
C 0.27 2.04 -2.69
C 0.86 1.08 -3.62
C 0.13 0.86 -4.80
C 0.54 0.01 -5.81
C 1.76 -0.65 -5.64
C 2.51 -0.48 -4.50
C 2.10 0.38 -3.41
O 2.80 0.46 -2.36
H 2.48 4.41 0.75
H 2.45 3.30 -0.58
H -0.72 2.42 -2.97
H -0.82 1.39 -4.91
H -0.06 -0.13 -6.70
H 2.13 -1.32 -6.41
H 3.45 -1.01 -4.35
C -1.36 3.57 3.83
N -0.22 2.70 3.58
C 1.01 3.15 4.21
C -0.10 1.91 2.49
O 0.96 1.37 2.18
C -1.34 1.70 1.62
O -1.20 0.60 0.76
C -1.33 -0.65 1.40
C -1.38 -1.72 0.32
O -1.20 -1.44 -0.85
N -1.69 -2.98 0.74
C -1.65 -3.37 2.14
C -1.50 -4.07 -0.20
H -1.18 4.56 3.40
H -1.50 3.65 4.91
H -2.26 3.16 3.39
H 1.35 4.08 3.75
H 1.77 2.38 4.10
H 0.82 3.32 5.28
H -1.44 2.58 0.99
H -2.24 1.57 2.24
H -2.25 -0.67 1.99
H -0.49 -0.86 2.07
H -0.63 -3.59 2.48
H -2.27 -4.26 2.26
H -2.06 -2.59 2.77
H -1.50 -3.68 -1.21
H -2.32 -4.80 -0.08
H -0.55 -4.58 -0.02
S 1.82 -2.80 3.35
C 1.99 -3.30 1.74
N 1.57 -2.70 0.65
C 1.89 -3.40 -0.50
C 1.58 -3.00 -1.80
C 1.97 -3.79 -2.87
C 2.66 -4.98 -2.67
C 2.98 -5.40 -1.39
C 2.60 -4.61 -0.32
S 2.83 -4.84 1.39
H 1.03 -2.09 -1.97
H 1.74 -3.45 -3.88
H 2.96 -5.58 -3.52
H 3.52 -6.32 -1.23

[12]
19
Properties=species:S:1:pos:R:3 method="wB97M-V/def2-TZVPD" orbital_gap_ev=10.626 e_lumo_ev=0.565 smiles=OCCCCO.O de_lowest_kj_mol=78.64
O -0.07 -0.07 2.11
C -0.87 0.06 0.94
C -0.76 -1.24 0.16
C 0.46 -1.33 -0.78
C 1.84 -1.21 -0.11
O 2.82 -0.70 -0.98
H -0.08 0.73 2.64
H -1.89 0.35 1.17
H -0.44 0.88 0.33
H -0.68 -2.04 0.89
H -1.68 -1.38 -0.40
H 0.31 -0.59 -1.54
H 0.39 -2.34 -1.22
H 2.12 -2.19 0.29
H 1.74 -0.51 0.71
H 2.69 -1.07 -1.86
O -2.83 3.75 -1.10
H -2.82 3.01 -0.47
H -3.65 3.62 -1.59

[13]
7
Properties=species:S:1:pos:R:3 method="wB97M-V/def2-TZVPD" orbital_gap_ev="7.805 / 8.063" e_lumo_ev="-6.308 / -8.053" total_charge=+1 multiplicity=6
O 2.01 0.58 -0.10
Ru 0.63 1.71 -0.38
H 0.94 -0.35 0.09
C -0.66 -0.33 0.06
H -0.67 -0.56 1.13
H -1.64 0.11 -0.15
H -0.63 -1.17 -0.66